a:
Molecular formula: C5H12S2
Method: DFT, the ωB97M-V functional and the def2-TZVPD basis

## Properties
Orbital gap, eV: 9.7
SMILES: CCCSSCC
Molar mass, g/mol: 136.29

Last column: natural (NBO) charge in e.
Cartesian coordinates (Å):
C 2.248 -0.914 -0.999  -0.416
C 3.171 -1.817 -0.172  -0.621
C 0.779 -1.038 -0.450  -0.533
S 0.433 0.129 0.900  0.097
S -1.543 -0.014 1.105  0.091
C -2.298 1.338 0.157  -0.551
C -3.236 2.228 0.963  -0.620
H 2.192 -1.154 -2.063  0.218
H 2.515 0.132 -0.780  0.208
H 2.571 -2.239 0.643  0.207
H 4.006 -1.287 0.284  0.214
H 3.593 -2.672 -0.726  0.212
H 0.064 -0.737 -1.229  0.213
H 0.587 -2.091 -0.260  0.210
H -1.480 1.950 -0.220  0.222
H -2.872 1.025 -0.717  0.213
H -2.860 2.734 1.839  0.216
H -3.995 1.520 1.337  0.203
H -3.874 2.908 0.386  0.217

b:
Molecular formula: C5H12S2
Method: DFT, the ωB97M-V functional and the def2-TZVPD basis

## Properties
Orbital gap, eV: 8.7
SMILES: CCCSSCC
Molar mass, g/mol: 136.29

Last column: natural (NBO) charge in e.
Cartesian coordinates (Å):
C 1.152 -2.633 -0.265  -0.418
C 0.020 -2.900 -1.299  -0.615
C 1.417 -1.215 0.221  -0.476
S -0.210 -0.307 0.418  0.018
S 0.436 1.495 1.198  0.080
C -0.640 2.574 0.212  -0.544
C -1.661 3.410 0.968  -0.618
H 2.099 -2.931 -0.727  0.211
H 1.010 -3.251 0.619  0.204
H 0.443 -3.017 -2.290  0.212
H -0.670 -2.059 -1.277  0.213
H -0.507 -3.765 -0.916  0.217
H 1.982 -1.206 1.137  0.220
H 1.849 -0.556 -0.529  0.210
H 0.060 3.324 -0.185  0.213
H -0.969 2.098 -0.706  0.236
H -2.337 3.861 0.237  0.213
H -1.205 4.235 1.511  0.210
H -2.268 2.842 1.673  0.214

Quick one: least stable of them? b

a:
Molecular formula: C3H6S3
Method: DFT, the ωB97M-V functional and the def2-TZVPD basis

## Properties
Orbital gap (alpha / beta), eV: 4.8 / 4.8
Molar mass, g/mol: 138.28

Last column: natural (NBO) charge in e.
Cartesian coordinates (Å):
C -2.351 -0.124 0.123  -0.405
C 1.621 1.826 -0.201  -0.740
C -0.466 -2.017 0.034  -0.752
S -3.639 0.738 0.181  0.322
S 2.173 0.215 0.434  -0.371
S -0.713 -0.267 0.176  0.600
H 0.550 2.054 -0.237  0.184
H 1.991 2.044 -1.117  0.196
H 2.037 2.404 0.641  0.217
H -0.339 -2.406 1.027  0.244
H 0.444 -2.040 -0.562  0.273
H -1.308 -2.426 -0.500  0.231

b:
Molecular formula: C3H6S3
Method: DFT, the ωB97M-V functional and the def2-TZVPD basis

## Properties
Orbital gap, eV: 8.6
SMILES: S=CSCCS
Molar mass, g/mol: 138.28

Last column: natural (NBO) charge in e.
Cartesian coordinates (Å):
C 0.768 0.806 -0.717  -0.535
C 0.603 -0.670 -0.415  -0.563
C -1.119 -0.736 1.768  -0.509
H -1.361 1.261 -1.692  0.124
H 0.493 1.437 0.144  0.236
H 1.820 0.991 -0.939  0.233
H 0.825 -1.281 -1.320  0.241
H 1.282 -0.988 0.401  0.251
H -2.118 -0.977 2.153  0.216
S -0.129 1.390 -2.188  -0.040
S -1.077 -1.145 0.085  0.344
S 0.013 -0.089 2.719  0.002

Quick one: least stable of them? a

a:
Molecular formula: C3H6O2S
Method: DFT, the ωB97M-V functional and the def2-TZVPD basis

## Properties
Orbital gap, eV: 9.7
SMILES: O=C[C@@H](S)CO
Molar mass, g/mol: 106.15

Last column: natural (NBO) charge in e.
Cartesian coordinates (Å):
C 1.430 0.596 0.222  0.418
C -0.804 -0.654 0.628  -0.071
C 0.015 0.342 -0.271  -0.450
O 2.323 1.041 -0.485  -0.510
O -1.946 -0.067 1.079  -0.702
S 0.082 -0.312 -2.058  -0.039
H 1.638 0.293 1.263  0.129
H -0.136 -1.063 1.385  0.183
H -0.935 -1.562 -0.118  0.167
H -0.618 1.315 -0.071  0.253
H -2.436 0.367 0.383  0.475
H 1.387 -0.295 -1.957  0.146

b:
Molecular formula: C3H6O2S
Method: DFT, the ωB97M-V functional and the def2-TZVPD basis

## Properties
Orbital gap, eV: 10.0
SMILES: O=C(O)CCS
Molar mass, g/mol: 106.15

Last column: natural (NBO) charge in e.
Cartesian coordinates (Å):
O -1.869 -0.450 1.291  -0.567
C -1.238 -0.079 0.342  0.800
O -1.719 -0.226 -0.927  -0.730
C -0.060 0.820 0.414  -0.526
C 1.257 0.149 -0.037  -0.506
S 1.224 -1.671 0.256  -0.040
H -2.673 -0.315 -1.043  0.506
H -0.228 1.632 -0.306  0.244
H 0.019 1.219 1.449  0.240
H 2.017 0.805 0.479  0.221
H 1.471 0.290 -1.091  0.226
H 1.799 -2.177 -0.827  0.132

c:
Molecular formula: C3H6O2S
Method: DFT, the ωB97M-V functional and the def2-TZVPD basis

## Properties
Orbital gap (alpha / beta), eV: 8.1 / 8.1
SMILES: CC(C)=S(=O)=O
Molar mass, g/mol: 106.15

Last column: natural (NBO) charge in e.
Cartesian coordinates (Å):
C 0.160 -0.061 0.284  -0.247
C -0.631 -1.282 0.033  -0.686
C -0.884 1.388 0.036  -0.605
O 2.338 1.362 0.014  -0.882
O 2.525 -1.157 0.084  -0.879
S 1.793 0.026 -0.219  1.926
H -1.308 -1.311 -0.826  0.225
H 0.117 -2.104 -0.404  0.234
H -1.049 -1.504 0.906  0.229
H -0.130 2.015 -0.460  0.246
H -1.124 1.496 1.085  0.225
H -1.806 1.132 -0.532  0.214

Quick one: least stable of them? c

a:
Molecular formula: C25H43ClO14S4
Method: DFT, the ωB97M-V functional and the def2-TZVPD basis

## Properties
Orbital gap, eV: 8.7
SMILES: O=C1C=C(CCCCl)C(=O)c2ccccc21.CCOS(C)(=O)=O.CCOS(C)(=O)=O.CCOS(C)(=O)=O.CCOS(C)(=O)=O
Molar mass, g/mol: 731.33

Last column: Mulliken charge in e.
Cartesian coordinates (Å):
O 3.941 -2.002 2.969  -0.434
C 4.101 -1.867 1.780  0.050
C 5.484 -1.498 1.153  -0.703
C 5.810 -2.079 -0.027  0.589
C 7.123 -1.786 -0.806  -0.853
C 6.687 -0.985 -2.128  -0.666
C 6.720 -1.869 -3.418  -0.303
Cl 5.829 -1.020 -4.788  -0.238
C 4.828 -3.091 -0.715  0.278
O 5.209 -4.084 -1.282  -0.518
C 3.320 -2.719 -0.556  0.531
C 2.375 -2.958 -1.624  -0.643
C 0.993 -2.542 -1.420  -0.584
C 0.640 -1.905 -0.124  -0.061
C 1.594 -1.683 0.949  -0.927
C 2.965 -2.088 0.728  0.644
H 6.141 -0.756 1.656  0.350
H 7.575 -2.761 -1.114  0.358
H 7.833 -1.130 -0.242  0.331
H 7.272 -0.030 -2.229  0.411
H 5.618 -0.655 -1.989  0.304
H 6.115 -2.789 -3.217  0.148
H 7.752 -2.111 -3.777  0.368
H 2.706 -3.431 -2.577  0.405
H 0.238 -2.722 -2.215  0.447
H -0.410 -1.573 0.026  0.247
H 1.314 -1.220 1.923  0.430
O -2.763 -1.809 -0.765  -0.577
S -3.407 -2.490 -1.851  1.197
O -2.866 -2.463 -3.177  -0.620
O -4.947 -2.055 -1.901  -0.276
C -5.259 -0.655 -1.960  -0.130
C -5.060 -0.088 -3.351  -0.880
C -3.673 -4.173 -1.386  -1.017
H -4.676 -0.100 -1.220  0.028
H -6.309 -0.558 -1.679  0.308
H -4.004 -0.083 -3.626  0.299
H -5.427 0.936 -3.405  0.365
H -5.584 -0.693 -4.094  0.296
H -4.131 -4.198 -0.400  0.323
H -2.704 -4.669 -1.364  0.377
H -4.316 -4.644 -2.127  0.351
O 3.210 -0.275 9.104  -0.640
S 2.767 -1.561 8.649  1.196
O 3.610 -2.716 8.728  -0.600
O 2.216 -1.421 7.149  -0.258
C 3.069 -0.824 6.161  -0.305
C 4.129 -1.790 5.673  -0.862
C 1.220 -1.937 9.415  -0.934
H 3.518 0.095 6.546  0.315
H 2.427 -0.543 5.324  0.203
H 4.846 -2.018 6.465  0.439
H 4.675 -1.366 4.837  0.278
H 3.679 -2.732 5.362  0.213
H 0.558 -1.080 9.312  0.310
H 1.411 -2.141 10.467  0.370
H 0.796 -2.817 8.936  0.310
O 0.054 2.585 0.716  -0.650
S -1.309 2.700 1.146  1.242
O -2.008 3.950 1.097  -0.633
O -1.439 2.090 2.627  -0.256
C -0.563 2.586 3.646  -0.296
C -1.014 3.937 4.168  -1.073
C -2.277 1.476 0.320  -0.843
H 0.467 2.626 3.283  0.330
H -0.589 1.860 4.460  0.261
H -0.910 4.708 3.402  0.308
H -0.415 4.234 5.031  0.392
H -2.066 3.908 4.457  0.276
H -1.775 0.515 0.400  0.125
H -2.364 1.769 -0.726  0.444
H -3.263 1.439 0.779  0.369
O -5.773 2.657 -4.888  -0.605
S -5.699 3.222 -6.205  1.201
O -4.758 2.745 -7.173  -0.617
O -5.557 4.815 -6.081  -0.289
C -4.502 5.343 -5.267  -0.308
C -3.161 5.283 -5.975  -0.985
C -7.311 3.202 -6.927  -0.972
H -4.463 4.828 -4.304  0.301
H -4.755 6.384 -5.065  0.269
H -2.833 4.251 -6.108  0.292
H -2.399 5.809 -5.397  0.386
H -3.229 5.732 -6.967  0.269
H -8.022 3.611 -6.213  0.316
H -7.560 2.167 -7.156  0.368
H -7.294 3.792 -7.841  0.339

b:
Molecular formula: C25H43ClO14S4
Method: DFT, the ωB97M-V functional and the def2-TZVPD basis

## Properties
Orbital gap, eV: 8.1
SMILES: O=C1C=C(CCCCl)C(=O)c2ccccc21.CCOS(C)(=O)=O.CCOS(C)(=O)=O.CCOS(C)(=O)=O.CCOS(C)(=O)=O
Molar mass, g/mol: 731.33

Last column: Mulliken charge in e.
Cartesian coordinates (Å):
O 0.327 5.388 -0.928  -0.450
C 1.210 4.801 -0.258  0.155
C 2.759 5.254 -0.279  -0.700
C 3.484 5.182 0.951  0.519
C 5.033 5.547 1.089  -0.675
C 5.798 4.131 1.381  -0.633
C 6.232 3.954 2.910  -0.289
Cl 6.700 2.179 3.241  -0.238
C 2.767 4.678 2.310  0.312
O 2.992 5.197 3.430  -0.534
C 1.704 3.487 2.086  0.387
C 1.541 2.354 3.123  -0.596
C 0.527 1.225 2.800  -0.420
C -0.270 1.304 1.449  -0.063
C -0.116 2.454 0.416  -0.727
C 0.902 3.567 0.735  0.528
H 3.244 5.577 -1.258  0.306
H 5.163 6.225 1.998  0.335
H 5.488 5.983 0.128  0.311
H 6.666 3.974 0.638  0.377
H 5.051 3.280 1.148  0.293
H 5.299 4.130 3.557  0.149
H 7.115 4.618 3.227  0.351
H 2.163 2.348 4.087  0.348
H 0.369 0.376 3.545  0.389
H -0.997 0.460 1.212  0.180
H -0.717 2.508 -0.559  0.345
O -2.288 -1.411 2.179  -0.572
S -2.381 -2.043 3.470  1.180
O -1.211 -2.351 4.249  -0.617
O -3.293 -3.370 3.343  -0.278
C -2.943 -4.347 2.362  -0.123
C -1.773 -5.200 2.812  -0.876
C -3.496 -1.107 4.478  -1.003
H -2.738 -3.871 1.398  0.028
H -3.820 -4.985 2.225  0.306
H -0.855 -4.610 2.867  0.299
H -1.604 -6.022 2.116  0.362
H -1.954 -5.609 3.809  0.292
H -4.407 -0.914 3.913  0.322
H -3.007 -0.166 4.736  0.376
H -3.713 -1.673 5.384  0.348
O -3.040 7.113 -6.109  -0.637
S -3.592 7.252 -4.786  1.188
O -3.472 8.475 -4.039  -0.598
O -3.073 6.026 -3.869  -0.260
C -1.667 5.790 -3.777  -0.305
C -0.995 6.771 -2.836  -0.866
C -5.299 6.784 -4.830  -0.929
H -1.205 5.812 -4.768  0.310
H -1.542 4.777 -3.385  0.214
H -1.018 7.785 -3.244  0.433
H 0.045 6.497 -2.674  0.286
H -1.510 6.798 -1.873  0.210
H -5.392 5.832 -5.350  0.310
H -5.845 7.560 -5.368  0.369
H -5.671 6.708 -3.809  0.310
O 0.572 -1.035 -2.420  -0.647
S -0.612 -1.824 -2.636  1.232
O -0.602 -2.994 -3.474  -0.630
O -1.812 -0.850 -3.116  -0.255
C -1.592 -0.001 -4.241  -0.300
C -1.697 -0.766 -5.547  -1.068
C -1.299 -2.261 -1.064  -0.833
H -0.628 0.510 -4.158  0.331
H -2.368 0.768 -4.214  0.265
H -0.876 -1.481 -5.650  0.306
H -1.659 -0.083 -6.398  0.392
H -2.628 -1.336 -5.588  0.274
H -1.359 -1.369 -0.443  0.120
H -0.640 -2.996 -0.602  0.442
H -2.287 -2.694 -1.219  0.368
O -0.324 -7.902 1.819  -0.603
S 0.716 -8.806 2.239  1.192
O 1.771 -8.390 3.124  -0.615
O 1.372 -9.496 0.933  -0.289
C 1.865 -8.653 -0.108  -0.301
C 3.213 -8.056 0.248  -0.983
C -0.035 -10.265 2.905  -0.968
H 1.139 -7.873 -0.352  0.298
H 1.975 -9.280 -0.997  0.268
H 3.123 -7.349 1.075  0.290
H 3.638 -7.525 -0.607  0.385
H 3.910 -8.836 0.564  0.267
H -0.800 -10.616 2.214  0.315
H -0.485 -10.003 3.863  0.367
H 0.735 -11.022 3.050  0.338

Quick one: least stable of them? b